(1)
Entry from OMol25: C4H4LiO2 as an isolated structure at a distorted geometry (ωB97M-V/def2-TZVPD).

Values from the calculation:
- HOMO energy (spin up / spin down): -0.751 / -0.767 Ha
- Expectation value of S²: 0.757
- 2S+1: 2
- Charge: +2

Each line ends with the Mulliken charge.
Element x y z (Å)
1 H -0.358 -2.100 0.092  0.4151
2 O 1.942 0.941 -1.092  0.0282
3 C 0.909 1.008 -0.648  0.6905
4 C -0.344 1.098 -0.071  -0.3925
5 C -0.552 -1.207 0.714  0.1609
6 C -1.310 -0.048 0.052  -0.3430
7 H -0.638 2.120 0.199  0.4267
8 H -2.131 0.258 0.709  0.3717
9 H -1.631 -0.424 -0.933  0.3374
10 O -0.097 -1.076 1.826  -0.6005
11 Li 0.559 -1.279 3.273  0.9055

(2)
Entry from OMol25: C19H35Br3NO4PS as an isolated structure (ωB97M-V/def2-TZVPD).

Values from the calculation:
- HOMO energy: -0.300 Ha

Each line ends with the Mulliken charge.
Element x y z (Å)
1 C 1.233 -3.104 2.986  -0.9862
2 C 0.376 -3.868 1.974  -0.3128
3 C 0.726 -3.646 0.497  -0.7646
4 N 0.009 -2.581 -0.203  0.2715
5 C 0.313 -1.160 -0.068  2.3471
6 C 1.831 -1.018 0.169  -2.1835
7 S 2.516 0.577 0.660  -0.2002
8 C 3.554 0.078 2.061  0.1569
9 C 3.699 1.270 3.021  -1.1943
10 C -0.484 -0.375 1.030  -0.4251
11 P -2.177 -0.754 1.797  -0.1550
12 O -1.617 -1.670 3.055  -0.3684
13 Br -3.142 -2.369 0.550  -0.2690
14 O -0.717 0.931 0.500  -0.3893
15 C -0.687 0.985 -0.917  1.9268
16 C -2.117 1.247 -1.475  -1.5501
17 O -3.055 0.864 -0.507  0.0321
18 C -4.342 0.568 -1.035  -0.4289
19 C -5.390 0.830 0.033  -1.1896
20 C 0.175 2.169 -1.352  -1.1389
21 C -0.161 3.486 -0.620  0.3064
22 C 0.183 4.693 -1.489  -1.5495
23 O 0.567 3.526 0.610  -0.4216
24 C -0.344 -0.473 -1.300  -1.6974
25 C 0.045 -0.907 -2.719  -1.0939
26 Br -1.298 -2.073 -3.426  -0.1095
27 C 1.130 -0.657 -3.475  0.1845
28 C 2.309 0.228 -3.155  -1.0429
29 Br 1.321 -1.431 -5.185  -0.1775
30 H 2.297 -3.309 2.818  0.3618
31 H 0.985 -3.404 4.009  0.4512
32 H 1.071 -2.023 2.941  0.0630
33 H 0.518 -4.941 2.164  0.4710
34 H -0.681 -3.661 2.141  0.1433
35 H 0.467 -4.557 -0.055  0.4976
36 H 1.820 -3.558 0.412  0.3576
37 H -0.040 -2.826 -1.179  0.2838
38 H 2.063 -1.669 1.014  0.2901
39 H 2.362 -1.446 -0.693  0.4635
40 H 4.532 -0.244 1.694  0.4085
41 H 3.083 -0.774 2.555  -0.1097
42 H 4.674 1.252 3.516  0.3704
43 H 3.616 2.223 2.486  0.2938
44 H 2.915 1.257 3.782  0.3210
45 H 0.144 -0.259 1.928  0.3300
46 H -2.146 -1.466 3.825  0.3255
47 H -2.248 0.637 -2.381  0.5493
48 H -2.252 2.298 -1.769  0.4034
49 H -4.526 1.191 -1.920  0.4433
50 H -4.353 -0.487 -1.334  0.3079
51 H -5.206 1.807 0.496  0.2836
52 H -6.389 0.840 -0.412  0.4046
53 H -5.368 0.060 0.811  0.2229
54 H 1.239 2.005 -1.219  0.4249
55 H -0.024 2.310 -2.422  0.4204
56 H -1.231 3.512 -0.371  0.1423
57 H 1.259 4.711 -1.693  0.3722
58 H -0.092 5.626 -0.984  0.4508
59 H -0.343 4.664 -2.446  0.3801
60 H 0.887 4.415 0.730  0.3111
61 H -1.343 -0.924 -1.186  1.1137
62 H 3.180 -0.079 -3.738  0.5211
63 H 2.582 0.190 -2.102  0.1380
64 H 2.092 1.265 -3.434  0.2111

Energy relative to the best compared isomer or geometry (same formula, charge and spin), record by record: 0.0; 0.0 kJ/mol